28
Properties=species:S:1:pos:R:3:forces:R:3 method="wB97M-V/def2-TZVPD" homo_energy_ev=-7.36 charge=-1 e_above_lowest_kj_mol=0.0 homo_lumo_gap_ev=10.40
Br 3.947 -0.259 10.508 -0.183 0.025 0.029
O 3.508 -2.077 13.156 -0.086 -0.122 -0.275
H 3.190 -1.434 13.806 0.300 0.135 -0.055
H 3.694 -1.548 12.349 -0.034 -0.451 0.647
O 1.395 1.605 11.445 -0.688 0.286 0.706
H 2.090 1.410 10.826 0.467 -0.257 -0.492
H 0.954 0.747 11.582 0.128 0.066 -0.123
O 6.516 -2.210 10.579 -0.212 -0.121 -0.329
H 5.732 -1.755 10.234 0.037 -0.340 -0.191
H 6.788 -1.578 11.237 0.534 0.211 0.485
O 4.803 2.845 10.566 0.545 0.237 -0.084
H 4.171 3.243 11.162 -0.328 0.181 0.190
H 4.522 1.924 10.490 -0.205 -0.294 -0.049
O 2.909 -0.600 7.515 -0.158 -0.099 -1.107
H 3.602 -0.035 7.137 -0.333 -0.142 0.328
H 2.906 -0.477 8.465 0.198 0.167 0.232
O 5.541 0.829 7.860 0.184 0.339 -0.476
H 4.928 0.306 8.378 0.056 -0.362 0.427
H 5.563 1.661 8.342 0.083 0.167 -0.003
O 6.268 0.815 12.571 -0.307 -0.423 0.135
H 5.769 0.068 12.193 0.201 0.336 0.156
H 5.900 1.563 12.086 0.129 0.213 -0.138
O 3.142 0.522 14.066 0.370 0.172 -0.644
H 2.792 0.636 13.163 -0.306 0.276 0.279
H 4.096 0.574 13.874 -0.095 0.011 0.368
O 1.011 -1.243 11.697 -0.455 0.356 -1.053
H 1.718 -1.212 11.017 -0.351 -0.168 0.649
H 1.466 -1.314 12.531 0.507 -0.398 0.385